C19H22CoIN4O4S2 | the ωB97M-V functional and the def2-TZVPD basis

Values from the calculation:
expectation value of S²	3.7588
F_max	1.25	eV/Å
energy relative to the best compared isomer or geometry (same formula, charge and spin)	23.7	kJ/mol
orbital gap (alpha / beta)	5.134 / 5.284	eV
E_HOMO (alpha / beta)	-0.136 / -0.142	Eh
E_LUMO (alpha / beta)	1.433 / 1.432	eV

```
! wB97M-V def2-TZVPD RIJCOSX def2/J DEFGRID3
* xyz -1 4
I 2.1851 7.1293 5.3903
Co 1.1031 -0.0852 0.4832
S 1.0320 -1.8368 -1.1043
S 3.4235 -0.2024 0.3897
O -1.5931 -1.8909 2.9767
O -1.0686 2.7107 0.9796
O 0.2448 -0.8902 2.1596
O 1.0357 1.9273 0.8339
N -3.1137 -0.5062 -3.6037
N -0.9311 -1.2961 -3.6369
N -1.0777 0.0750 0.0605
N -2.4500 -2.1784 -2.1491
C -3.7299 -2.1643 -1.4236
C -1.6520 -1.0816 0.7342
C -2.1530 -1.3231 -3.1198
C 5.3640 -3.1623 -1.5448
C 4.3531 -3.8764 -2.1778
C 0.6355 3.7686 2.2345
C -0.9549 -1.2989 2.1064
C 2.7120 -2.3406 -1.2623
C 3.0405 -3.4586 -2.0290
C 1.8025 3.5603 2.9579
C 1.5174 5.6770 4.0288
C 0.1416 2.7109 1.2650
C 5.0487 -2.0556 -0.7761
C -0.0848 4.9406 2.4200
C 0.3556 5.9106 3.3098
C 3.7286 -1.6159 -0.6029
C 2.2461 4.5093 3.8695
C -3.9307 -0.9919 -0.4654
C -3.1687 -1.0961 0.8564
H -1.3464 0.9834 0.4576
H -1.6518 -2.6155 -1.7028
H 2.3608 2.6479 2.7937
H 5.8338 -1.4972 -0.2807
H -1.3091 0.1033 -0.9257
H -3.4888 -0.2720 1.4996
H 2.2404 -4.0085 -2.5134
H 4.5828 -4.7538 -2.7709
H -2.9146 0.0070 -4.4442
H -4.5215 -2.1930 -2.1787
H -4.0796 -0.7221 -3.4319
H -1.0022 5.0799 1.8631
H 3.1480 4.3399 4.4415
H -0.2003 6.8284 3.4460
H -3.6949 -0.0578 -0.9840
H 6.3977 -3.4723 -1.6477
H -5.0001 -0.9520 -0.2357
H -3.8008 -3.1052 -0.8789
H -1.3230 -1.9549 0.1640
H -0.1175 -1.4147 -2.9546
H -3.4354 -2.0148 1.3832
H -0.7392 -0.5243 -4.2600
*
```

=====

C4H6NOS | the ωB97M-V functional and the def2-TZVPD basis

Values from the calculation:
F_max	4.73	eV/Å
energy relative to the best compared isomer or geometry (same formula, charge and spin)	686.1	kJ/mol
orbital gap (alpha / beta)	7.116 / 7.459	eV
E_HOMO (alpha / beta)	-0.542 / -0.558	Eh
E_LUMO (alpha / beta)	-7.631 / -7.720	eV

```
! wB97M-V def2-TZVPD RIJCOSX def2/J DEFGRID3
* xyz 1 1
S -2.6068 0.9941 0.0003
O -2.7298 -1.9090 0.2358
N -1.8329 -0.3390 -0.0981
C 0.0923 0.8238 -0.0525
C -0.4609 -0.3944 -0.0620
C -0.9448 1.9019 -0.0409
C 0.1487 -1.7591 0.0237
H -0.5952 -2.2429 0.6465
H 0.0855 -2.0171 -1.0200
H 1.1530 -1.7608 0.4470
H 1.1655 0.9779 0.1386
H -0.6162 2.7336 0.7388
H -1.0653 2.5278 -1.0454
*
```

=====

The highest F_max belongs to which entry?
C4H6NOS